No. 1
C35H32FN3O5PPt | ωB97M-V/def2-TZVPD

The orbital gap (alpha / beta) is 4.088 / 4.217 eV. The HOMO energy (alpha / beta) comes out at -15.8 / -15.8 eV. The total charge is +3. As for the spin multiplicity: 1.

Positions of all 78 atoms, in Å:
1 Pt -2.47 -0.12 1.58
2 C 1.63 -4.86 -3.39
3 C 1.55 -4.94 -1.87
4 N 1.08 -3.69 -1.28
5 C -0.23 -3.55 -1.10
6 C -0.82 -2.49 -0.46
7 C -2.36 -2.51 -0.42
8 O -2.89 -3.24 -1.22
9 O -2.95 -1.77 0.43
10 C -0.02 -1.45 0.10
11 O -0.42 -0.43 0.71
12 C 1.41 -1.61 -0.13
13 C 2.28 -0.65 0.39
14 C 3.62 -0.70 0.12
15 F 4.41 0.24 0.64
16 C 4.17 -1.69 -0.74
17 C 3.30 -2.69 -1.18
18 C 1.94 -2.69 -0.87
19 N 5.49 -1.68 -1.13
20 C 5.91 -2.11 -2.45
21 C 7.03 -3.16 -2.33
22 N 7.94 -2.78 -1.20
23 C 7.91 -1.32 -0.95
24 C 6.52 -0.91 -0.45
25 H 2.02 -5.79 -3.78
26 H 2.26 -4.04 -3.72
27 H 0.63 -4.71 -3.81
28 H 2.52 -5.20 -1.43
29 H 0.85 -5.73 -1.59
30 H -0.87 -4.33 -1.50
31 H 1.89 0.15 1.00
32 H 3.70 -3.49 -1.78
33 H 6.27 -1.24 -3.01
34 H 5.07 -2.52 -3.01
35 H 7.59 -3.20 -3.26
36 H 6.61 -4.15 -2.13
37 H 8.90 -3.09 -1.41
38 H 7.65 -3.27 -0.34
39 H 8.17 -0.82 -1.88
40 H 8.66 -1.06 -0.20
41 H 6.41 0.17 -0.62
42 H 6.44 -1.09 0.62
43 O -0.67 2.20 4.25
44 C -1.74 1.71 4.00
45 O -2.14 0.58 3.66
46 C -2.97 2.71 4.09
47 C -3.21 3.34 5.28
48 C -4.32 4.17 5.37
49 C -5.13 4.37 4.26
50 C -4.86 3.75 3.06
51 C -3.76 2.89 2.96
52 P -3.40 2.07 1.37
53 C -2.47 3.21 0.33
54 C -1.96 4.43 0.80
55 C -1.25 5.24 -0.07
56 C -1.04 4.84 -1.39
57 C -1.53 3.62 -1.84
58 C -2.23 2.80 -0.98
59 C -4.98 1.71 0.58
60 C -5.51 2.45 -0.47
61 C -6.71 2.07 -1.03
62 C -7.39 0.95 -0.55
63 C -6.85 0.20 0.49
64 C -5.65 0.57 1.05
65 H -2.56 3.19 6.14
66 H -4.54 4.65 6.31
67 H -5.99 5.02 4.34
68 H -5.48 3.92 2.19
69 H -2.12 4.74 1.82
70 H -0.87 6.19 0.27
71 H -0.50 5.49 -2.06
72 H -1.36 3.32 -2.86
73 H -2.61 1.84 -1.32
74 H -4.99 3.33 -0.84
75 H -7.13 2.65 -1.84
76 H -8.33 0.66 -1.00
77 H -7.37 -0.68 0.84
78 H -5.21 -0.01 1.87

No. 2
C25H44N4O13 | ωB97M-V/def2-TZVPD

The SMILES is O=C1C=C(O)C(=O)C=C1O.O=C1C=C(O)C(=O)C=C1O.C[N+](=O)[O-].COC[C@H](C)N.COC[C@H](C)N.COC[C@H](C)N. The orbital gap is 7.506 eV. The HOMO energy comes out at -9.0 eV. The total charge is 0. As for the spin multiplicity: 1.

Positions of all 86 atoms, in Å:
1 C 2.17 4.44 -15.17
2 N 2.73 5.34 -16.19
3 O 3.20 4.84 -17.20
4 O 2.65 6.54 -16.00
5 H 2.10 4.97 -14.24
6 H 2.84 3.58 -15.10
7 H 1.21 4.08 -15.54
8 C -1.61 1.89 -14.13
9 C -0.65 2.76 -13.33
10 C -1.12 4.20 -13.33
11 O -0.95 4.76 -14.63
12 C -1.04 6.15 -14.57
13 N -0.52 2.20 -11.98
14 H -1.28 0.85 -14.13
15 H -1.69 2.26 -15.15
16 H -2.60 1.91 -13.68
17 H 0.33 2.69 -13.80
18 H -0.53 4.77 -12.60
19 H -2.18 4.29 -13.04
20 H -1.05 6.57 -15.57
21 H -0.19 6.63 -14.05
22 H -1.94 6.47 -14.03
23 H -1.44 2.00 -11.58
24 H -0.16 2.91 -11.34
25 C 3.59 9.44 -17.40
26 C 4.79 9.10 -18.27
27 C 5.51 7.87 -17.71
28 O 6.57 7.43 -18.53
29 C 7.74 8.19 -18.38
30 N 4.40 8.94 -19.68
31 H 3.09 10.36 -17.69
32 H 3.98 9.52 -16.38
33 H 2.86 8.64 -17.36
34 H 5.49 9.94 -18.23
35 H 4.81 7.03 -17.61
36 H 5.91 8.12 -16.71
37 H 8.42 7.93 -19.19
38 H 8.23 7.98 -17.42
39 H 7.56 9.27 -18.49
40 H 3.62 8.28 -19.71
41 H 5.14 8.41 -20.15
42 C -0.26 1.19 -21.08
43 C 0.43 2.31 -20.33
44 C -0.58 3.32 -19.81
45 O 0.09 4.24 -18.98
46 C -0.78 4.99 -18.17
47 N 1.24 1.70 -19.26
48 H -0.76 0.53 -20.37
49 H 0.44 0.62 -21.68
50 H -1.05 1.54 -21.76
51 H 1.14 2.86 -20.95
52 H -1.37 2.80 -19.24
53 H -1.10 3.82 -20.63
54 H -0.20 5.56 -17.44
55 H -1.44 4.31 -17.61
56 H -1.36 5.71 -18.74
57 H 1.72 2.45 -18.76
58 H 0.63 1.26 -18.58
59 C 5.70 8.49 -13.70
60 C 5.97 9.79 -13.85
61 C 4.91 10.86 -13.92
62 O 5.24 12.01 -14.14
63 C 3.53 10.41 -13.83
64 C 3.27 9.10 -13.74
65 C 4.33 8.04 -13.57
66 O 3.98 6.89 -13.41
67 O 2.02 8.64 -13.72
68 O 7.22 10.24 -13.97
69 H 6.56 7.84 -13.58
70 H 2.72 11.12 -13.81
71 H 2.10 7.67 -13.78
72 H 7.19 11.20 -14.12
73 C 8.22 5.31 -16.05
74 C 7.25 5.09 -15.15
75 C 6.04 4.26 -15.47
76 O 5.23 4.06 -14.59
77 C 5.91 3.76 -16.82
78 C 6.92 3.90 -17.70
79 C 8.15 4.71 -17.38
80 O 8.99 4.84 -18.24
81 O 6.89 3.39 -18.93
82 O 7.27 5.59 -13.93
83 H 9.09 5.90 -15.77
84 H 5.08 3.10 -17.02
85 H 7.74 3.61 -19.34
86 H 6.44 5.32 -13.50

No. 3
C6H15N2 | ωB97M-V/def2-TZVPD

The orbital gap is 8.611 eV. The HOMO energy comes out at -12.1 eV. The total charge is +1. As for the spin multiplicity: 1.

Positions of all 23 atoms, in Å:
1 C 2.79 -0.01 -1.87
2 C 1.49 0.75 -1.86
3 C 1.39 2.07 -1.89
4 C 0.24 -0.10 -1.87
5 H 3.03 -0.49 -0.92
6 H 3.59 0.70 -2.10
7 H 2.79 -0.74 -2.68
8 H 0.42 2.54 -1.98
9 H 2.27 2.71 -1.87
10 H -0.62 0.45 -1.48
11 H 0.43 -0.99 -1.26
12 H -0.02 -0.48 -2.86
13 C -1.30 -0.07 3.62
14 N -2.05 -0.49 2.42
15 C -1.45 -1.02 1.39
16 N -1.98 -1.19 0.20
17 H -1.61 -0.65 4.49
18 H -1.49 0.98 3.80
19 H -0.23 -0.19 3.44
20 H -2.96 -0.07 2.31
21 H -0.42 -1.32 1.51
22 H -2.93 -0.91 0.00
23 H -1.39 -1.49 -0.55

No. 4
C33H35N3O7RbSTe | ωB97M-V/def2-TZVPD

The orbital gap is 6.538 eV. The HOMO energy comes out at -4.4 eV. The total charge is -1. As for the spin multiplicity: 1.

Positions of all 81 atoms, in Å:
1 Rb 2.12 -0.42 -1.09
2 O 0.89 -2.93 -1.49
3 C 0.89 -3.30 -0.20
4 O 1.93 -3.35 0.40
5 C -0.44 -3.79 0.33
6 C -0.48 -3.89 1.86
7 C -1.78 -4.61 2.28
8 C -2.83 -3.48 2.09
9 C -1.96 -2.37 1.49
10 O -0.74 -2.54 2.25
11 C -1.58 -2.78 0.06
12 C -1.07 -1.59 -0.80
13 O -1.18 -3.28 -2.51
14 O -0.27 -0.78 -0.09
15 H -0.63 -4.75 -0.16
16 H 0.44 -4.24 2.31
17 H -1.98 -5.49 1.66
18 H -1.71 -4.93 3.32
19 H -3.65 -3.77 1.43
20 H -3.24 -3.17 3.05
21 H -2.31 -1.35 1.58
22 H -2.42 -3.26 -0.44
23 C 2.37 -3.03 -5.28
24 N 1.24 -2.79 -4.41
25 C 0.24 -3.76 -4.43
26 C -0.80 -3.95 -3.62
27 C -0.31 -2.23 -2.03
28 N 0.11 -1.29 -2.95
29 C 1.07 -1.51 -3.85
30 O 1.84 -0.61 -4.24
31 N -2.26 -0.87 -1.30
32 H 2.06 -3.10 -6.33
33 H 2.87 -3.96 -5.01
34 H 3.06 -2.20 -5.18
35 H 0.34 -4.47 -5.24
36 H -1.47 -4.77 -3.84
37 H -2.62 -1.35 -2.13
38 H -1.89 0.02 -1.63
39 Te 0.38 0.27 2.89
40 C 0.44 0.83 4.95
41 C -0.73 1.18 5.61
42 C -0.71 1.55 6.95
43 C 0.49 1.57 7.65
44 C 1.67 1.22 7.00
45 C 1.64 0.84 5.67
46 C 1.16 2.18 2.36
47 C 0.32 3.29 2.27
48 C 0.85 4.56 2.08
49 C 2.22 4.73 1.95
50 C 3.06 3.63 2.00
51 C 2.53 2.36 2.20
52 H -1.67 1.17 5.07
53 H -1.63 1.82 7.45
54 H 0.50 1.86 8.69
55 H 2.60 1.23 7.55
56 H 2.56 0.56 5.17
57 H -0.75 3.16 2.38
58 H 0.19 5.42 2.04
59 H 2.64 5.72 1.80
60 H 4.13 3.75 1.87
61 H 3.19 1.50 2.25
62 C -3.46 1.67 -3.56
63 C -2.12 2.14 -3.08
64 C -0.95 1.64 -3.64
65 C 0.30 2.00 -3.14
66 C 0.36 2.87 -2.07
67 C -0.79 3.37 -1.48
68 C -2.02 3.02 -2.00
69 S 1.93 3.28 -1.33
70 C 2.39 4.57 -2.50
71 O 2.89 2.16 -1.61
72 H -3.37 1.10 -4.48
73 H -4.14 2.51 -3.72
74 H -3.92 1.01 -2.81
75 H -1.00 0.90 -4.43
76 H 1.18 1.52 -3.55
77 H -0.71 4.01 -0.61
78 H -2.93 3.38 -1.53
79 H 2.42 4.12 -3.49
80 H 3.37 4.94 -2.20
81 H 1.65 5.37 -2.46

No. 5
C16H50O17 | ωB97M-V/def2-TZVPD

The SMILES is OCCO.OCCO.OCCO.OCCO.OCCO.OCCO.OCCO.OCCO.O. The orbital gap is 9.873 eV. The HOMO energy comes out at -9.5 eV. The total charge is 0. As for the spin multiplicity: 1.

Positions of all 83 atoms, in Å:
1 O -0.02 0.11 -0.50
2 H 0.05 0.70 0.26
3 H -0.65 -0.55 -0.22
4 C 2.75 2.16 -1.59
5 C 1.99 1.67 -2.88
6 O 1.79 0.21 -2.80
7 O 4.00 1.63 -1.55
8 H 2.20 1.73 -0.75
9 H 2.71 3.24 -1.48
10 H 2.16 2.20 -3.81
11 H 0.99 2.07 -2.68
12 H 1.66 -0.02 -1.87
13 H 3.89 0.73 -1.24
14 C 0.27 4.05 0.27
15 C 0.03 5.17 1.25
16 O -1.25 5.62 1.07
17 O -0.54 2.90 0.63
18 H 1.31 3.78 0.46
19 H 0.13 4.15 -0.81
20 H 0.59 6.10 1.15
21 H -0.02 4.73 2.24
22 H -1.40 6.29 1.73
23 H -1.47 3.08 0.49
24 C -3.20 -3.18 0.10
25 C -1.94 -3.17 0.98
26 O -1.09 -2.03 0.93
27 O -4.12 -2.33 0.70
28 H -3.57 -4.21 0.04
29 H -3.00 -2.95 -0.95
30 H -1.23 -3.94 0.67
31 H -2.27 -3.37 2.00
32 H -0.88 -1.63 1.77
33 H -5.01 -2.69 0.73
34 C 2.76 -2.80 1.19
35 C 2.98 -1.30 0.88
36 O 3.29 -1.23 -0.47
37 O 3.78 -3.74 0.96
38 H 1.91 -3.18 0.61
39 H 2.54 -2.96 2.24
40 H 3.87 -0.92 1.38
41 H 2.18 -0.64 1.20
42 H 4.18 -1.58 -0.59
43 H 3.42 -4.60 1.18
44 C 2.15 -4.72 -2.98
45 C 1.18 -3.58 -2.76
46 O 0.40 -3.90 -1.53
47 O 1.46 -6.01 -2.96
48 H 2.98 -4.59 -2.28
49 H 2.63 -4.53 -3.94
50 H 0.55 -3.61 -3.65
51 H 1.54 -2.56 -2.62
52 H -0.27 -3.21 -1.48
53 H 1.01 -6.13 -3.80
54 C 2.48 3.21 3.24
55 C 1.81 1.87 2.86
56 O 1.99 0.72 3.69
57 O 1.94 3.74 4.48
58 H 2.32 3.90 2.42
59 H 3.56 3.05 3.29
60 H 2.00 1.65 1.81
61 H 0.73 2.06 2.79
62 H 2.90 0.42 3.78
63 H 2.53 3.53 5.21
64 C -2.53 0.08 -3.42
65 C -3.91 -0.44 -2.91
66 O -4.76 -0.28 -4.05
67 O -1.90 -0.64 -4.42
68 H -1.83 0.28 -2.61
69 H -2.62 1.10 -3.78
70 H -4.34 0.18 -2.13
71 H -3.92 -1.45 -2.50
72 H -4.10 -0.49 -4.71
73 H -0.94 -0.55 -4.33
74 C -3.31 0.68 2.04
75 C -3.05 1.79 3.04
76 O -1.75 1.89 3.62
77 O -3.71 -0.53 2.63
78 H -2.41 0.57 1.44
79 H -4.07 1.12 1.40
80 H -3.81 1.68 3.82
81 H -3.40 2.75 2.65
82 H -1.51 2.81 3.78
83 H -3.80 -1.19 1.94

No. 6
C25H25N3O5 | ωB97M-V/def2-TZVPD

The SMILES is O=C(C1=C(O)C(=O)N(CCCN2CCOCC2)[C@H]1c1ccccn1)c1cc2ccccc2o1. The orbital gap is 8.037 eV. The HOMO energy comes out at -8.5 eV. The total charge is 0. As for the spin multiplicity: 1.

Positions of all 58 atoms, in Å:
1 O 1.28 2.38 -1.89
2 C 0.48 1.46 -1.77
3 C 0.82 0.17 -1.17
4 C 0.35 -1.06 -1.45
5 O -0.54 -1.50 -2.34
6 H -0.59 -2.46 -2.24
7 C 0.98 -2.05 -0.53
8 O 0.72 -3.24 -0.52
9 N 1.81 -1.36 0.26
10 C 1.92 0.02 -0.14
11 C 3.26 0.30 -0.80
12 N 3.76 -0.68 -1.53
13 C 4.91 -0.49 -2.16
14 C 5.61 0.71 -2.10
15 C 5.08 1.74 -1.34
16 C 3.89 1.54 -0.67
17 H 3.44 2.32 -0.08
18 H 5.59 2.69 -1.27
19 H 6.54 0.83 -2.64
20 H 5.27 -1.33 -2.74
21 H 1.79 0.71 0.70
22 C 2.56 -1.91 1.36
23 H 2.61 -2.99 1.20
24 C 1.88 -1.62 2.71
25 H 2.57 -1.91 3.50
26 C 0.54 -2.37 2.88
27 N -0.65 -1.56 3.05
28 C -0.67 -0.71 4.22
29 C -2.08 -0.16 4.40
30 H -2.13 0.53 5.24
31 O -2.49 0.57 3.27
32 C -2.46 -0.24 2.12
33 C -1.06 -0.80 1.88
34 H -1.08 -1.47 1.02
35 H -0.38 0.04 1.66
36 H -2.76 0.40 1.28
37 H -3.17 -1.07 2.23
38 H -2.78 -1.00 4.57
39 H -0.39 -1.31 5.09
40 H 0.03 0.14 4.14
41 H 0.36 -3.01 2.02
42 H 0.59 -3.01 3.76
43 H 1.72 -0.55 2.80
44 H 3.57 -1.50 1.34
45 C -0.92 1.60 -2.18
46 C -1.48 2.50 -3.04
47 C -2.87 2.22 -3.06
48 C -3.98 2.75 -3.72
49 C -5.22 2.20 -3.46
50 C -5.37 1.13 -2.57
51 C -4.29 0.58 -1.91
52 C -3.04 1.14 -2.17
53 O -1.86 0.77 -1.64
54 H -4.40 -0.24 -1.22
55 H -6.35 0.73 -2.39
56 H -6.09 2.60 -3.95
57 H -3.87 3.58 -4.40
58 H -0.96 3.26 -3.59

No. 7
C32H33ClMoN7O9 | ωB97M-V/def2-TZVPD

The orbital gap (alpha / beta) is 5.106 / 5.737 eV. The HOMO energy (alpha / beta) comes out at -3.5 / -4.2 eV. The total charge is -1. Its expectation value of S² is 2.296. As for the spin multiplicity: 3.

Positions of all 83 atoms, in Å:
1 Mo 0.11 0.54 -0.04
2 O 3.02 4.03 2.10
3 C 2.32 3.21 1.56
4 O 1.16 3.75 1.04
5 C 2.67 1.79 1.50
6 C 3.82 1.46 2.23
7 C 4.34 0.20 2.23
8 C 3.75 -0.74 1.35
9 C 2.63 -0.40 0.67
10 N 1.96 0.81 0.83
11 C 2.29 -1.16 -0.63
12 O 2.64 -2.34 -0.77
13 O 1.91 -0.28 -1.50
14 H 4.29 2.27 2.78
15 H 5.22 -0.05 2.81
16 H 4.17 -1.72 1.17
17 C -0.32 -4.55 0.38
18 N -0.49 -3.46 -0.58
19 C -0.06 -1.64 1.25
20 C -0.45 -1.09 -1.52
21 N -0.75 -0.06 -2.26
22 C -0.15 0.62 -3.30
23 C -0.32 0.06 -4.55
24 C 0.14 0.66 -5.72
25 C 0.77 1.86 -5.65
26 C 0.94 2.52 -4.41
27 C 1.55 3.80 -4.44
28 C 1.73 4.52 -3.31
29 C 1.31 3.99 -2.08
30 C 0.70 2.76 -1.98
31 N 0.31 2.34 -0.71
32 C 0.04 3.18 0.44
33 N -0.62 2.05 1.42
34 C -2.06 2.33 1.58
35 C -0.13 1.97 2.82
36 N -0.85 4.23 0.15
37 C -1.72 4.22 -1.01
38 C -0.82 5.48 0.87
39 C 0.50 1.94 -3.18
40 N -0.85 -4.04 -1.85
41 C 0.16 -3.77 -2.88
42 C -2.19 -3.59 -2.22
43 H -0.31 -4.17 1.40
44 H 0.65 -5.01 0.18
45 H -1.12 -5.28 0.26
46 H 0.84 -1.69 1.86
47 H -1.50 -1.61 0.02
48 H 0.93 -1.89 -0.45
49 H -0.86 -0.88 -4.60
50 H 0.00 0.16 -6.67
51 H 1.14 2.35 -6.55
52 H 1.86 4.19 -5.41
53 H 2.20 5.50 -3.33
54 H 1.48 4.56 -1.18
55 H -2.56 2.43 0.63
56 H -2.19 3.24 2.17
57 H -2.51 1.50 2.13
58 H 0.92 1.70 2.89
59 H -0.70 1.18 3.31
60 H -0.29 2.91 3.34
61 H -1.77 3.22 -1.44
62 H -1.36 4.91 -1.78
63 H -2.73 4.52 -0.71
64 H -0.14 5.42 1.71
65 H -1.82 5.73 1.24
66 H -0.48 6.30 0.22
67 H 0.53 -2.74 -2.89
68 H -0.27 -4.00 -3.85
69 H 1.02 -4.42 -2.71
70 H -2.28 -2.51 -2.39
71 H -2.88 -3.87 -1.42
72 H -2.50 -4.11 -3.13
73 O -5.71 -2.29 1.44
74 C -4.57 -1.97 1.26
75 C -4.06 -1.05 0.15
76 O -4.68 -0.69 -0.82
77 C -2.67 -0.66 0.53
78 C -2.33 -1.43 1.72
79 O -1.08 -1.37 2.33
80 C -3.37 -2.34 2.11
81 O -3.33 -3.24 2.93
82 O -2.10 0.38 0.03
83 Cl -0.31 -1.91 -0.26

No. 8
CHCl3F2Si | ωB97M-V/def2-TZVPD

The orbital gap is 8.544 eV. The HOMO energy comes out at -9.6 eV. The total charge is 0. As for the spin multiplicity: 1.

Positions of all 8 atoms, in Å:
1 C -3.08 0.65 -0.45
2 F 2.93 -1.46 0.97
3 F 3.23 0.09 -0.95
4 Si 2.13 -0.39 0.10
5 Cl -4.20 -0.34 -1.20
6 Cl 1.59 1.12 1.24
7 Cl -3.69 1.42 0.90
8 H 1.10 -1.09 -0.61